Molecular formula: C8H18N2O9P2STc
Method: DFT, ωB97M-V/def2-TZVPD

ORCA input file:
```
! wB97M-V def2-TZVPD RIJCOSX def2/J DEFGRID3
* xyz 2 2
Tc -0.23 0.17 0.09
C -3.44 0.23 -2.80
C -3.55 0.37 -1.29
O -4.86 0.60 -0.81
P -3.05 -1.17 -0.41
O -3.55 -2.43 -1.16
O -3.69 -1.23 1.00
O -1.51 -1.25 -0.43
P -2.39 1.59 -0.57
O -3.08 2.96 -0.79
O -2.12 1.11 0.86
O -1.01 1.44 -1.25
H -4.14 -0.54 -3.15
H -2.43 -0.04 -3.11
H -3.70 1.18 -3.27
H -5.31 1.24 -1.37
H -4.42 -2.79 -0.92
H -3.63 -0.41 1.51
H -2.75 3.77 -0.36
C 1.60 0.26 3.57
C 0.89 0.10 2.29
O 0.60 -0.98 1.73
O 0.50 1.14 1.60
H 1.84 -0.70 4.00
H 0.97 0.84 4.25
H 2.50 0.85 3.40
S 1.32 -0.40 -1.38
C 2.00 -2.04 -1.23
N 2.65 -2.46 -2.29
C 3.33 -3.77 -2.36
C 3.67 -4.22 -0.95
C 2.44 -4.14 -0.06
N 1.86 -2.79 -0.16
H 2.71 -1.84 -3.08
H 4.22 -3.64 -2.97
H 2.67 -4.48 -2.85
H 4.47 -3.59 -0.54
H 4.04 -5.24 -0.97
H 2.69 -4.32 0.98
H 1.69 -4.87 -0.37
H 1.39 -2.39 0.65
*
```

- HOMO level (spin up / spin down): -16.14 / -16.27 eV
- Energy relative to the best compared isomer or geometry (same formula, charge and spin): 0.023 eV

Charges obtained by Löwdin population analysis, quoted in units of e: atom 1 (Tc): 1.42, atom 2 (C): -0.03, atom 3 (C): -0.59, atom 4 (O): -0.02, atom 5 (P): 0.56, atom 6 (O): -0.02, atom 7 (O): -0.03, atom 8 (O): -0.40, atom 9 (P): 0.42, atom 10 (O): -0.02, atom 11 (O): -0.35, atom 12 (O): -0.40, atom 13 (H): 0.10, atom 14 (H): 0.10, atom 15 (H): 0.11, atom 16 (H): 0.13, atom 17 (H): 0.14, atom 18 (H): 0.12, atom 19 (H): 0.14, atom 20 (C): 0.06, atom 21 (C): -0.57, atom 22 (O): -0.08, atom 23 (O): -0.12, atom 24 (H): 0.11, atom 25 (H): 0.12, atom 26 (H): 0.12, atom 27 (S): 0.81, atom 28 (C): -0.63, atom 29 (N): 0.05, atom 30 (C): -0.12, atom 31 (C): -0.14, atom 32 (C): -0.12, atom 33 (N): 0.07, atom 34 (H): 0.14, atom 35 (H): 0.14, atom 36 (H): 0.14, atom 37 (H): 0.13, atom 38 (H): 0.14, atom 39 (H): 0.14, atom 40 (H): 0.14, atom 41 (H): 0.10